(1)
This record from the Open Molecules 2025 dataset describes a structure of composition C30H45F5P2PdS. The level of theory is ωB97M-V/def2-TZVPD.

## Properties
Total charge: +2
Multiplicity: 5
HOMO energy (spin up / spin down): -13.197 / -13.098 eV
Relative energy (zero: lowest compared OMol25 entry of this formula, charge and spin): 25.5 kcal per mole

Geometry as XYZ:
```
84
Properties=species:S:1:pos:R:3:forces:R:3
Pd -0.44145 -0.34284 -2.36724 -0.521 -0.662 4.001
C -2.03539 1.75406 -0.02414 0.301 0.322 -0.253
C -2.51519 0.90055 -1.05753 -0.451 -0.550 0.460
C -2.14702 -0.38365 0.82013 0.080 -0.671 0.362
C -1.83306 0.96218 1.13056 0.181 0.426 0.663
C -2.61058 -0.43561 -0.51086 -0.100 0.670 -0.803
C -1.85827 3.22370 -0.13500 0.162 0.133 0.116
H -1.47648 3.52592 -1.12225 -0.197 -0.141 0.270
H -1.16724 3.59847 0.63185 -0.232 -0.090 -0.224
H -2.82534 3.73116 0.01301 0.183 -0.076 -0.065
C -1.47808 1.42686 2.49016 0.028 0.109 0.102
H -1.31409 2.50868 2.52260 0.033 -0.314 0.059
H -0.57013 0.89565 2.83050 -0.336 0.318 -0.096
H -2.28228 1.18226 3.20667 0.207 0.015 -0.249
C -2.05131 -1.50038 1.79131 0.028 -0.058 -0.040
H -2.89208 -1.48043 2.50009 0.075 0.049 -0.118
H -1.13096 -1.40462 2.38062 -0.117 -0.042 -0.097
H -2.05662 -2.47444 1.29668 -0.032 0.153 0.124
C -3.25202 -1.59099 -1.18931 0.088 -0.365 0.114
H -4.33419 -1.42379 -1.28800 0.189 0.019 -0.065
H -3.11225 -2.50054 -0.59712 -0.071 0.116 -0.225
H -2.83913 -1.76420 -2.19666 -0.279 0.050 0.326
C -3.12739 1.37941 -2.31730 0.153 -0.033 -0.477
H -4.12760 1.78996 -2.10246 0.214 -0.079 -0.131
H -3.21893 0.56685 -3.04915 -0.218 0.272 0.238
H -2.51983 2.17385 -2.77573 -0.292 -0.120 0.171
C 1.39373 0.61692 -2.80230 -0.318 1.709 -0.589
C 0.29052 1.47378 -3.06231 1.771 0.338 -0.107
C -0.25991 1.67852 -4.45043 -0.336 0.391 -0.411
C -1.15298 0.53510 -5.02401 -0.375 0.546 -0.257
C -1.21721 -0.71915 -4.20144 0.817 -1.725 -1.396
C -0.07522 -1.56158 -3.99456 -1.361 0.417 -1.513
C 1.24364 -1.23396 -4.62793 1.129 0.010 0.056
C 2.08208 -0.08840 -3.93993 0.376 -0.383 -0.056
H 0.56144 1.86188 -5.15936 -0.103 0.042 0.293
H -0.82582 0.33011 -6.05247 -0.063 -0.222 0.226
H -0.87412 2.59185 -4.43792 0.335 -0.230 -0.095
H 2.35617 0.65623 -4.71023 -0.097 -0.230 0.373
H 1.93170 0.76815 -1.84713 -0.407 -0.344 -0.567
H 0.13550 2.29469 -2.35046 -0.210 -0.514 -0.010
H 3.02773 -0.50210 -3.55492 -0.364 0.110 -0.289
H 1.86654 -2.13931 -4.59785 -0.218 0.259 -0.192
H -0.24780 -2.60429 -3.69616 0.056 0.480 -0.129
H 1.11437 -0.95955 -5.68702 -0.150 -0.230 0.313
H -2.17758 0.91644 -5.12326 0.268 -0.074 -0.012
H -2.19678 -1.20911 -4.13462 0.275 0.246 0.137
P 1.82309 1.88299 0.74038 -0.745 -0.434 -0.493
C 1.68633 2.86961 2.26242 0.130 -0.022 0.086
H 2.58871 3.48400 2.34877 -0.222 0.079 0.280
H 1.57551 2.20024 3.12698 0.152 0.377 -0.220
H 0.79580 3.50664 2.18600 0.277 -0.011 0.085
C 3.53245 1.22500 0.80857 -0.161 0.069 0.095
H 4.20510 2.04426 1.09680 0.086 -0.374 -0.074
H 3.81037 0.82997 -0.18038 0.020 0.155 0.314
H 3.57022 0.40684 1.54230 0.166 0.290 -0.192
C 2.02214 3.22852 -0.49116 0.062 0.032 0.105
H 2.21908 2.81647 -1.48655 0.124 0.213 0.214
H 2.84393 3.88219 -0.18306 -0.108 0.094 -0.239
H 1.08897 3.80195 -0.54268 0.226 0.039 0.023
P 1.08597 -2.09255 0.01772 -0.406 0.304 -0.166
C -0.04559 -3.23881 -0.86387 -0.030 -0.020 -0.156
H 0.53020 -4.08803 -1.24921 -0.326 -0.052 -0.011
H -0.52432 -2.70977 -1.70558 0.083 -0.367 0.264
H -0.84118 -3.58274 -0.19501 0.175 -0.078 -0.138
C 2.52424 -2.19038 -1.11544 0.108 0.009 0.152
H 2.22574 -1.91699 -2.13661 0.068 -0.196 0.310
H 2.93192 -3.20893 -1.09812 0.075 0.244 -0.160
H 3.28182 -1.47087 -0.77938 -0.020 -0.260 -0.131
C 1.59581 -3.20947 1.37918 -0.082 0.190 0.010
H 1.85586 -4.19225 0.95988 0.024 0.220 0.266
H 0.75657 -3.28875 2.08755 0.362 -0.114 -0.243
H 2.43597 -2.75365 1.92072 -0.162 -0.354 -0.182
F -0.78292 -1.31175 8.72905 0.457 0.134 -1.299
C -0.30029 -1.13599 7.49403 0.033 0.423 0.810
C 0.37492 0.05648 7.17077 0.074 0.467 0.538
F 0.52774 1.01514 8.10279 -0.187 -0.840 -0.769
C 0.87309 0.23067 5.89305 0.348 0.980 -0.020
F 1.47787 1.40293 5.57655 -0.583 -1.181 0.472
C 0.74953 -0.75607 4.88494 -0.183 -0.155 0.284
S 1.38578 -0.52176 3.33997 0.022 -0.158 0.089
C 0.05533 -1.94019 5.25763 -0.017 -0.432 -0.788
F -0.12605 -2.90914 4.32047 0.110 0.861 1.028
C -0.45452 -2.12388 6.52191 -0.684 -1.299 0.184
F -1.11430 -3.26621 6.83152 0.633 1.122 -0.270
```
Forces are in eV/Å.


(2)
This record from the Open Molecules 2025 dataset describes a structure of composition C30H45MgNO2P2. The level of theory is ωB97M-V/def2-TZVPD.

## Properties
Total charge: 0
Multiplicity: 1
HOMO energy: -7.223 eV
Relative energy (zero: lowest compared OMol25 entry of this formula, charge and spin): 17.8 kcal per mole

Geometry as XYZ:
```
81
Properties=species:S:1:pos:R:3:forces:R:3
P 0.71448 -4.14302 -1.00040 0.447 -3.090 -1.862
P 1.98384 -3.64600 1.62176 2.982 -2.974 0.841
C 1.76926 -5.55767 -0.22597 -0.502 0.808 0.101
C 1.64362 -5.45303 1.26995 0.432 0.739 -0.082
H 2.80741 -5.31059 -0.51025 -0.410 -0.268 -0.050
H 1.51681 -6.54376 -0.61251 -0.159 0.102 -0.209
H 0.66222 -5.72866 1.67243 -0.007 0.220 -0.228
H 2.37769 -6.04070 1.81654 0.131 -0.142 -0.051
C 3.51261 -3.15055 0.64954 0.094 -0.338 -0.050
H 3.84932 -2.18186 1.05466 -0.225 -0.307 -0.051
H 3.34853 -3.02055 -0.43485 -0.065 -0.040 0.504
H 4.32789 -3.88519 0.80810 -0.428 0.318 -0.110
C 2.79521 -4.01991 3.18123 0.268 0.661 0.699
H 3.69504 -4.60055 2.92420 -0.286 0.177 0.363
H 2.09659 -4.63474 3.76130 0.323 0.261 0.156
H 3.06456 -3.08866 3.69852 -0.051 -0.432 0.125
C 1.02146 -4.97652 -2.66835 0.233 0.638 -0.509
H 0.42433 -4.49549 -3.43720 0.136 0.113 0.027
H 0.71409 -6.02940 -2.66346 0.022 0.211 0.451
H 2.06728 -4.95135 -2.98262 -0.031 0.142 0.137
C -0.97980 -4.86185 -0.99648 -0.419 0.163 0.531
H -1.53099 -4.53078 -0.11163 -0.102 -0.148 -0.138
H -0.95120 -5.95989 -1.06296 0.031 0.349 0.115
H -1.48958 -4.48278 -1.89791 0.151 -0.031 0.383
Mg 0.53578 -2.08717 1.03925 -2.252 3.247 -0.534
C 2.32669 -1.07462 -3.52527 -0.167 -0.121 1.859
C 2.67413 -2.30570 -3.92697 0.434 -0.235 -0.504
C 2.18143 -2.98244 -5.16897 -1.313 -0.083 -0.203
C 0.81397 -2.42147 -5.69974 1.148 -0.997 -0.068
C -0.35653 -2.79301 -4.83162 -1.260 0.141 -0.170
C -0.88794 -2.17481 -3.76215 0.029 -0.393 0.167
C -0.27921 -1.13967 -2.85308 0.287 0.092 -0.052
C 0.94628 -0.40640 -3.45565 0.116 1.109 -1.122
C -1.48831 -1.96528 1.55551 0.608 -0.535 -0.435
H 3.08846 -0.50433 -2.96981 -0.471 -0.634 0.466
H 3.46784 -2.88039 -3.40408 0.246 1.008 -0.687
H 2.14264 -4.06237 -5.04486 -0.253 -0.197 0.074
H 2.89629 -2.85895 -5.99369 0.203 0.305 0.360
H 0.94100 -1.33775 -5.81896 -0.213 -0.540 -0.296
H 0.66459 -2.92428 -6.68844 -0.007 0.767 0.630
H -0.90073 -3.67459 -5.23364 0.081 0.725 0.343
H -1.87562 -2.48743 -3.38571 0.512 -0.347 -0.277
H 0.01332 -1.65041 -1.91141 -0.116 0.273 -0.415
H -1.08089 -0.41685 -2.53409 0.863 -0.404 -0.440
H 0.68279 -0.15356 -4.49325 -0.297 0.490 0.467
H 1.07030 0.54692 -2.90299 0.013 -0.549 -0.354
H -1.31459 -1.11014 2.19526 -0.272 0.470 0.349
H -1.95946 -2.74945 2.13246 -0.250 -0.180 0.168
H -2.12249 -1.67592 0.72826 -0.366 0.146 -0.146
C -3.30867 4.00685 4.53680 -0.253 0.039 0.108
C -3.00629 3.50452 3.15246 0.085 -0.077 -0.344
C -4.00366 3.60286 2.18238 -0.055 -0.064 -0.351
C -3.78065 3.19498 0.86345 0.211 -0.008 0.312
C -2.52493 2.71074 0.50277 -0.358 0.217 0.275
C -1.52293 2.58425 1.47707 -0.346 0.337 -0.032
N -0.30395 2.04581 1.06588 -0.063 -0.256 -0.381
C 0.95847 2.52691 1.39771 0.050 0.462 0.200
C 1.18244 3.89176 1.61712 0.307 -0.059 -0.148
C 2.42923 4.31417 2.07203 -0.304 -0.377 0.199
C 3.40711 3.36602 2.37870 0.264 0.190 -0.057
C 3.19455 2.00847 2.14070 -0.366 0.116 -0.183
C 1.98566 1.59164 1.59075 -0.304 0.176 0.287
C 1.56920 0.16501 1.39198 -0.067 -1.172 0.152
O 1.10746 -0.20415 0.24315 0.651 -0.067 1.008
O 1.60589 -0.65126 2.37273 0.178 0.606 -1.274
C -1.76400 2.94142 2.82840 -0.084 -0.097 -0.732
C -0.74406 2.69890 3.90035 0.148 0.046 0.461
H -3.31234 3.20285 5.28143 0.036 0.106 -0.080
H -2.60866 4.77987 4.87725 -0.036 -0.198 -0.108
H -4.30802 4.44710 4.51454 0.091 0.006 0.210
H -4.97744 3.99824 2.47535 0.232 -0.054 -0.147
H -4.57802 3.28206 0.12544 0.223 -0.035 0.154
H -2.30574 2.44470 -0.53594 -0.046 0.045 0.387
H -0.30824 1.42142 0.26939 -0.167 -0.021 0.255
H 0.38742 4.60953 1.40539 0.168 -0.259 0.139
H 2.60420 5.37566 2.24676 0.048 -0.279 -0.052
H 4.34666 3.70525 2.80680 -0.087 -0.136 -0.084
H 3.93154 1.26205 2.41451 0.051 0.113 -0.069
H -0.13716 1.79865 3.72009 -0.190 0.321 -0.076
H -0.06080 3.55723 4.01605 -0.105 -0.300 -0.042
H -1.25610 2.56817 4.86431 0.223 -0.014 -0.257
```
Forces are in eV/Å.